2 unconnected molecules or ions with the total composition C3H10OS, computed with ωB97M-V/def2-TZVPD.

Geometry as XYZ:
```
15
Properties=species:S:1:pos:R:3:mulliken_charge:R:1
C -0.370 -2.599 -0.049 -1.120
C 0.207 -1.108 -0.020 -0.380
C -0.571 -0.150 0.908 -0.546
S 0.470 1.288 1.502 -0.227
H 0.287 -3.145 -0.788 0.308
H -0.152 -3.123 0.979 0.278
H -1.409 -2.762 -0.303 0.360
H -0.043 -0.884 -1.075 0.250
H 1.243 -1.236 0.234 0.369
H -1.500 -0.031 0.317 0.343
H -0.687 -0.512 1.948 0.260
H 0.801 1.776 0.270 0.109
H 1.061 4.532 -0.695 0.334
H -0.137 3.841 -1.621 0.323
O 0.799 4.113 -1.607 -0.661
```

Results
Gap between HOMO and LUMO   9.7941 eV
Energy relative to the best compared isomer or geometry (same formula, charge and spin)   99.83 kJ/mol
E_HOMO   -0.3358 hartree
2S+1   1
F_max   3.27 eV/A
SMILES   CCCS.O

9 unconnected molecules or ions with the total composition C4H29N3O8, computed with ωB97M-V/def2-TZVPD.

Geometry as XYZ:
```
44
Properties=species:S:1:pos:R:3:mulliken_charge:R:1
C -0.292 -1.426 -0.219 -0.616
C 0.866 -1.576 0.786 -0.241
C 1.921 -2.444 0.075 -0.742
N 3.340 -2.175 0.221 -0.616
N 0.095 -0.519 -1.326 -0.116
C -0.762 0.662 -1.503 -0.829
N -0.320 1.906 -0.863 -0.522
H -1.166 -1.146 0.353 0.363
H -0.512 -2.399 -0.669 0.337
H 0.653 -1.961 1.776 0.337
H 1.361 -0.623 0.984 -0.013
H 1.662 -2.594 -0.980 0.381
H 1.802 -3.515 0.300 0.474
H 3.745 -2.592 1.048 0.239
H 3.557 -1.191 0.221 0.174
H 1.067 -0.258 -1.214 0.224
H -0.646 0.841 -2.581 0.331
H -1.817 0.536 -1.284 0.454
H 0.696 1.885 -0.858 0.257
H -0.693 1.970 0.084 0.406
H 2.980 1.329 0.215 0.251
H 3.071 1.439 -1.371 0.218
O 2.622 1.732 -0.575 -0.561
H -3.513 2.090 1.310 0.254
H -2.312 1.538 2.109 0.238
O -2.986 1.296 1.448 -0.563
H 3.983 -1.432 -1.749 0.306
H 3.512 -0.664 -2.973 0.280
O 3.700 -0.547 -2.029 -0.603
H -3.681 -0.350 0.876 0.341
H -4.156 -1.267 -0.311 0.245
O -3.677 -1.255 0.520 -0.574
H 0.399 4.314 -0.043 0.370
H 1.159 3.272 0.710 0.224
O 0.926 4.209 0.764 -0.644
H -2.136 -0.606 3.012 0.250
H -2.435 -1.920 2.246 0.306
O -1.728 -1.374 2.607 -0.582
H -3.198 -1.469 -2.681 0.284
H -1.594 -1.606 -2.744 0.353
O -2.450 -2.052 -2.816 -0.646
H -0.627 3.424 2.460 0.321
H 0.199 2.104 2.489 0.265
O -0.692 2.458 2.492 -0.615
```

Results
Gap between HOMO and LUMO   8.5787 eV
Energy relative to the best compared isomer or geometry (same formula, charge and spin)   93.81 kJ/mol
E_HOMO   -0.3092 hartree
2S+1   1
F_max   2.06 eV/A
SMILES   NCCCNCN.O.O.O.O.O.O.O.O

2 unconnected molecules or ions with the total composition C3H9N, computed with ωB97M-V/def2-TZVPD.

Geometry as XYZ:
```
13
Properties=species:S:1:pos:R:3:lowdin_spin:R:1
C 2.796 -3.923 0.848 0.000
H 3.294 -3.462 1.697 0.000
H 3.418 -4.757 0.553 0.000
H 1.810 -4.218 1.196 0.000
H 2.667 -3.217 0.040 0.000
C -1.700 1.988 0.569 0.480
C -1.273 2.477 -0.651 0.147
N -2.115 2.961 -1.572 0.320
H -2.752 1.982 0.847 0.019
H -1.094 1.400 1.250 0.020
H -0.242 2.487 -0.989 0.004
H -3.076 2.643 -1.570 0.005
H -1.733 3.639 -2.219 0.005
```

Results
Total charge   +1
Gap between HOMO and LUMO (alpha / beta)   10.4462 / 6.7797 eV
Energy relative to the best compared isomer or geometry (same formula, charge and spin)   52.80 kJ/mol
E_HOMO (alpha / beta)   -0.5475 / -0.5475 hartree
2S+1   2
F_max   1.73 eV/A

A molecular structure, C36H41AsBrNP2SV, computed with ωB97M-V/def2-TZVPD.

Geometry as XYZ:
```
84
Properties=species:S:1:pos:R:3:lowdin_spin:R:1
V -0.185 -0.673 0.830 2.047
C 0.817 1.377 -2.143 0.000
C 1.430 -0.021 -2.000 -0.006
P 1.932 -0.523 -0.310 -0.029
C 3.145 0.653 0.302 -0.002
C 4.150 1.102 -0.556 -0.001
C 5.135 1.953 -0.080 0.000
C 5.137 2.337 1.257 0.000
C 4.153 1.874 2.119 0.000
C 3.159 1.035 1.639 0.002
C 2.832 -2.078 -0.479 -0.001
C 3.467 -2.606 0.647 -0.002
C 4.185 -3.785 0.545 0.001
C 4.275 -4.445 -0.679 -0.003
C 3.647 -3.923 -1.799 0.000
C 2.927 -2.737 -1.703 -0.003
C -0.525 1.598 -1.437 0.001
P -0.492 1.766 0.407 0.002
C -2.248 1.933 0.849 0.007
C -2.654 1.562 2.132 0.005
C -3.977 1.695 2.526 0.000
C -4.915 2.193 1.631 0.002
C -4.526 2.557 0.347 0.001
C -3.200 2.432 -0.043 0.001
C 0.235 3.400 0.739 0.000
C 1.532 3.756 0.359 -0.001
C 1.986 5.050 0.556 0.000
C 1.165 6.001 1.148 -0.002
C -0.118 5.656 1.541 0.000
C -0.586 4.366 1.335 -0.002
H 0.639 1.530 -3.208 0.000
H 1.546 2.136 -1.861 0.000
H 2.334 -0.082 -2.611 -0.002
H 0.752 -0.788 -2.389 0.000
H 4.181 0.789 -1.594 0.000
H 5.910 2.304 -0.748 0.000
H 5.914 2.994 1.627 0.000
H 4.163 2.178 3.158 0.000
H 2.379 0.680 2.299 0.001
H 3.415 -2.096 1.604 0.000
H 4.687 -4.191 1.413 0.000
H 4.847 -5.360 -0.757 0.000
H 3.725 -4.428 -2.753 0.000
H 2.441 -2.354 -2.589 0.000
H -1.222 0.795 -1.704 0.000
H -0.972 2.522 -1.812 0.000
H -1.927 1.160 2.828 0.002
H -4.284 1.413 3.525 0.000
H -5.948 2.299 1.933 0.000
H -5.257 2.950 -0.347 0.000
H -2.921 2.744 -1.040 0.000
H 2.200 3.043 -0.098 0.000
H 2.987 5.316 0.242 0.000
H 1.525 7.011 1.294 0.000
H -0.766 6.391 1.999 0.000
H -1.596 4.129 1.639 0.000
C 0.523 -6.332 -0.288 0.000
C -0.324 -5.092 -0.219 -0.001
C -1.680 -5.114 -0.534 0.007
C -2.454 -3.963 -0.436 0.000
C -1.792 -2.838 -0.033 0.011
Br -2.661 -1.147 0.201 -0.009
N -0.497 -2.743 0.262 0.001
C 0.224 -3.882 0.175 0.005
H 0.317 -6.887 -1.203 0.000
H 0.305 -6.992 0.552 0.000
H 1.583 -6.087 -0.264 0.000
H -2.147 -6.039 -0.854 0.000
H -3.510 -3.956 -0.663 0.000
H 1.270 -3.805 0.436 0.000
C 0.909 2.015 3.978 0.003
As 0.734 0.196 4.538 0.014
C -0.653 0.038 5.830 -0.001
C 2.374 -0.425 5.278 0.002
S 0.199 -1.229 2.945 -0.052
H 1.791 2.425 4.469 0.000
H 0.023 2.562 4.295 0.000
H 1.025 2.076 2.900 0.001
H -0.378 0.656 6.685 0.000
H -0.736 -1.006 6.126 0.000
H -1.588 0.386 5.396 0.000
H 2.578 0.156 6.177 0.001
H 3.170 -0.286 4.549 0.000
H 2.264 -1.478 5.528 0.000
```

Results
Total charge   +3
Gap between HOMO and LUMO (alpha / beta)   6.7686 / 7.6770 eV
Energy relative to the best compared isomer or geometry (same formula, charge and spin)   0.00 kJ/mol
E_HOMO (alpha / beta)   -0.6060 / -0.6044 hartree
2S+1   3
F_max   0.48 eV/A

2 unconnected molecules or ions with the total composition C4H3BrF4, computed with ωB97M-V/def2-TZVPD.

Geometry as XYZ:
```
12
Properties=species:S:1:pos:R:3:lowdin_spin:R:1
C -1.069 1.222 1.697 0.095
C -0.453 1.649 0.613 0.672
C 0.156 -1.529 -0.902 0.080
C 1.170 -0.405 -0.591 0.632
F -0.560 -1.981 0.200 0.006
F -0.698 -1.148 -1.864 0.006
F 1.316 0.402 -1.683 0.124
F 2.328 -0.911 -0.123 0.127
Br -0.324 3.075 -0.475 0.193
H -2.070 1.591 1.957 0.029
H -0.617 0.382 2.354 0.020
H 0.820 -2.346 -1.181 0.014
```

Results
Gap between HOMO and LUMO (alpha / beta)   8.8715 / 8.2905 eV
E_HOMO (alpha / beta)   -0.2989 / -0.3559 hartree
2S+1   3
F_max   2.10 eV/A

C3H4N2O3 in the gas phase, computed with ωB97M-V/def2-TZVPD.

Geometry as XYZ:
```
12
Properties=species:S:1:pos:R:3:mulliken_charge:R:1
C 0.436 0.529 -0.413 0.254
C -1.721 0.002 -0.106 0.501
C -0.838 -1.003 0.593 0.040
N 0.691 -0.740 -1.024 -0.288
N 0.482 0.483 0.940 -0.667
O -0.960 0.929 -0.748 -0.390
O -2.894 -0.104 -0.069 -0.482
O 0.043 -1.699 -0.104 -0.293
H 1.015 1.216 -0.852 0.440
H -1.155 -1.709 1.407 0.355
H 0.334 -0.976 -1.897 0.272
H 0.123 1.113 1.600 0.259
```

Results
Gap between HOMO and LUMO (alpha / beta)   9.7857 / 9.7851 eV
Energy relative to the best compared isomer or geometry (same formula, charge and spin)   494.82 kJ/mol
E_HOMO (alpha / beta)   -0.3499 / -0.3499 hartree
2S+1   1
F_max   5.22 eV/A

A molecular structure, C23H33BClN6Tc, computed with ωB97M-V/def2-TZVPD.

Geometry as XYZ:
```
65
Properties=species:S:1:pos:R:3:lowdin_spin:R:1
Tc 0.034 0.401 -0.057 2.759
C 2.077 -3.695 -2.690 0.000
C 1.915 -2.542 -1.697 0.002
C 3.183 -2.367 -0.845 0.002
C 0.727 -2.750 -0.805 0.016
C 0.195 -3.981 -0.433 0.006
C -0.817 -3.693 0.460 0.019
N -0.897 -2.376 0.614 0.005
N 0.052 -1.760 -0.162 0.014
B -1.809 -1.594 1.594 0.002
N -0.874 -0.809 2.545 0.006
C -0.701 -0.884 3.860 0.022
C 0.338 -0.045 4.226 0.006
C 0.800 0.535 3.049 0.019
N 0.036 0.068 2.023 0.026
C 1.975 1.469 2.891 0.004
C 3.101 0.810 2.082 0.011
C 2.499 1.918 4.251 0.000
N -2.665 -0.599 0.778 0.012
C -3.990 -0.477 0.707 0.018
C -4.300 0.491 -0.230 0.005
C -3.076 0.958 -0.712 0.013
N -2.085 0.256 -0.121 0.039
C -2.865 2.051 -1.718 -0.001
C -3.637 1.754 -3.004 0.001
C -3.267 3.424 -1.153 0.003
H 2.855 -3.451 -3.417 0.000
H 2.381 -4.617 -2.181 0.000
H 1.151 -3.894 -3.238 0.000
H 1.763 -1.642 -2.278 0.001
H 3.449 -3.317 -0.368 0.000
H 4.029 -2.054 -1.466 0.000
H 3.047 -1.626 -0.050 0.000
H 0.510 -4.957 -0.773 0.000
H -1.492 -4.345 1.004 0.001
H -2.510 -2.359 2.206 0.000
H -1.335 -1.530 4.455 0.001
H 0.718 0.121 5.222 0.000
H 1.632 2.346 2.353 0.002
H 3.438 -0.114 2.565 0.000
H 2.793 0.559 1.068 0.008
H 3.957 1.487 1.995 0.000
H 2.891 1.069 4.824 0.000
H 3.316 2.630 4.113 0.000
H 1.724 2.410 4.847 0.000
H -4.628 -1.095 1.330 0.001
H -5.286 0.834 -0.522 0.000
H -1.807 2.070 -1.948 -0.002
H -4.708 1.929 -2.863 0.000
H -3.299 2.421 -3.803 0.000
H -3.502 0.722 -3.337 0.000
H -4.314 3.408 -0.833 0.000
H -2.655 3.716 -0.297 0.001
H -3.165 4.192 -1.928 0.000
C 1.389 2.746 -2.536 0.001
C 0.402 1.843 -2.933 -0.094
C 0.613 0.572 -2.313 -0.013
C 1.779 0.716 -1.496 0.005
C 2.210 2.086 -1.639 -0.114
H 1.446 3.791 -2.820 0.002
H -0.386 2.063 -3.647 -0.004
H 0.231 -0.355 -2.722 0.007
H 2.463 -0.072 -1.228 0.012
H 3.048 2.520 -1.107 -0.004
Cl -0.097 2.613 0.306 0.177
```

Results
Total charge   +1
Gap between HOMO and LUMO (alpha / beta)   6.9073 / 7.3562 eV
E_HOMO (alpha / beta)   -0.4325 / -0.4408 hartree
2S+1   4
F_max   0.96 eV/A

Number 5 is which compound?
C4H3BrF4

What did the third record say?
2 unconnected molecules or ions with the total composition C3H9N, computed with ωB97M-V/def2-TZVPD.

Geometry as XYZ:
```
13
Properties=species:S:1:pos:R:3:lowdin_spin:R:1
C 2.796 -3.923 0.848 0.000
H 3.294 -3.462 1.697 0.000
H 3.418 -4.757 0.553 0.000
H 1.810 -4.218 1.196 0.000
H 2.667 -3.217 0.040 0.000
C -1.700 1.988 0.569 0.480
C -1.273 2.477 -0.651 0.147
N -2.115 2.961 -1.572 0.320
H -2.752 1.982 0.847 0.019
H -1.094 1.400 1.250 0.020
H -0.242 2.487 -0.989 0.004
H -3.076 2.643 -1.570 0.005
H -1.733 3.639 -2.219 0.005
```

Results
Total charge   +1
Gap between HOMO and LUMO (alpha / beta)   10.4462 / 6.7797 eV
Energy relative to the best compared isomer or geometry (same formula, charge and spin)   52.80 kJ/mol
E_HOMO (alpha / beta)   -0.5475 / -0.5475 hartree
2S+1   2
F_max   1.73 eV/A

Which value of F_max does entry 1 give?
3.27 eV/A

Look up the F_max of the third one.
1.73 eV/A